Entry 1:
The following is a quantum chemistry calculation of H6O11S2Zn as an isolated structure at a distorted geometry, from the OMol25 dataset.

```
20
Properties=species:S:1:pos:R:3:nbo_charge:R:1
Zn 0.045 0.116 0.883 0.18
S -0.209 -2.473 -3.468 2.58
O -0.108 -2.110 -2.074 -0.93
O -1.384 -1.796 -4.037 -0.82
O 0.823 -1.821 -4.235 -0.84
O -0.294 -3.846 -3.745 -1.05
S 0.119 3.060 -1.954 2.57
O -0.129 2.493 -3.233 -0.93
O 1.249 2.378 -1.302 -0.82
O 0.293 4.499 -2.005 -1.05
O -0.882 2.612 -1.028 -0.88
O -2.628 -1.238 2.393 -0.92
H -2.989 -1.099 3.268 0.45
H -3.363 -1.571 1.879 0.47
O 2.254 -1.981 2.323 -0.92
H 2.110 -2.896 2.567 0.46
H 3.185 -1.832 2.491 0.46
O 0.614 2.236 3.473 -0.92
H 0.427 3.174 3.418 0.47
H 0.867 2.095 4.386 0.45
```

Energy relative to the best compared isomer or geometry (same formula, charge and spin): 10.499 eV
HOMO level: -0.0347 Ha
LUMO energy: 1.7743 eV
Orbital gap: 2.72 eV
Charge: -2

---

Entry 2:
The following is a quantum chemistry calculation of a 3-piece molecular cluster, H6O2S2 overall at a distorted geometry, from the OMol25 dataset.

```
10
Properties=species:S:1:pos:R:3:lowdin_spin:R:1
S -2.648 0.953 0.351 0.43
S -0.497 0.220 0.289 0.41
H -2.523 2.284 0.518 0.03
H -0.427 0.061 1.604 0.02
H 2.732 0.188 -0.336 0.03
H 4.239 0.498 -0.245 0.00
O 3.561 0.152 -0.843 0.03
H 2.116 -2.744 -1.146 0.00
H 2.070 -1.598 -0.047 0.02
O 1.619 -2.315 -0.470 0.03
```

Energy relative to the best compared isomer or geometry (same formula, charge and spin): 0.002 eV
HOMO level (alpha / beta): -0.0225 / -0.1479 Ha
LUMO energy (alpha / beta): 3.4265 / 3.1518 eV
2S+1: 2
Orbital gap (alpha / beta): 4.04 / 7.18 eV
Charge: -1
⟨S²⟩: 0.75

---

Entry 3:
The following is a quantum chemistry calculation of a 3-piece molecular cluster, H6O2S2 overall at a distorted geometry, from the OMol25 dataset.

```
10
Properties=species:S:1:pos:R:3:nbo_charge:R:1
S 0.118 -0.935 1.969 -0.16
S 2.180 -0.804 1.603 -0.16
H -0.293 -0.547 0.678 0.18
H 2.287 -1.834 0.677 0.13
O -1.327 0.937 0.761 -0.94
H -1.622 1.738 0.199 0.48
H -2.282 0.666 0.936 0.48
O 0.374 0.401 -2.629 -0.94
H 0.996 0.350 -1.870 0.47
H -0.431 0.028 -2.323 0.46
```

Energy relative to the best compared isomer or geometry (same formula, charge and spin): 0.974 eV
HOMO level: -0.3221 Ha
LUMO energy: 0.0745 eV
Orbital gap: 8.84 eV
SMILES: SS.O.O

---

Entry 4:
The following is a quantum chemistry calculation of a 3-piece molecular cluster, H6O3 overall at a distorted geometry, from the OMol25 dataset.

```
9
Properties=species:S:1:pos:R:3:lowdin_spin:R:1
O 26.201 -5.848 -1.747 0.21
H 25.742 -5.233 -1.176 0.06
H 26.432 -5.333 -2.520 0.05
O 25.366 -8.373 -2.382 0.08
H 25.454 -7.475 -2.063 0.01
H 24.829 -8.297 -3.170 0.01
O 27.162 -3.799 -3.925 0.33
H 27.666 -4.608 -4.006 0.12
H 27.766 -3.180 -3.515 0.13
```

Energy relative to the best compared isomer or geometry (same formula, charge and spin): 0.180 eV
HOMO level (alpha / beta): 0.0335 / -0.2570 Ha
LUMO energy (alpha / beta): 4.2875 / 4.1811 eV
2S+1: 2
Orbital gap (alpha / beta): 3.37 / 11.17 eV
Charge: -1
⟨S²⟩: 0.75

---

Entry 5:
The following is a quantum chemistry calculation of a 3-piece molecular cluster, H6O3 overall at a distorted geometry, from the OMol25 dataset.

```
9
Properties=species:S:1:pos:R:3:nbo_charge:R:1
O -5.409 1.184 -1.427 -0.92
H -6.260 1.166 -1.920 0.46
H -4.861 1.104 -2.201 0.46
O 3.954 -1.265 1.097 -0.98
H 3.096 -1.045 0.699 0.50
H 3.910 -1.597 1.979 0.47
O 1.686 0.024 0.482 -0.94
H 0.744 0.080 0.207 0.48
H 2.047 0.722 -0.084 0.48
```

Energy relative to the best compared isomer or geometry (same formula, charge and spin): 0.711 eV
HOMO level: -0.3928 Ha
LUMO energy: 0.5404 eV
Orbital gap: 11.23 eV
SMILES: O.O.O

---

Entry 6:
The following is a quantum chemistry calculation of a 3-piece molecular cluster, H6O3 overall at a distorted geometry, from the OMol25 dataset.

```
9
Properties=species:S:1:pos:R:3:nbo_charge:R:1
O -0.621 -0.376 -1.979 -0.96
H 0.173 -0.668 -1.599 0.48
H -0.450 0.344 -2.627 0.48
O -1.022 0.503 0.868 -0.94
H -1.239 0.254 0.029 0.48
H -1.148 1.486 0.729 0.47
O 1.417 -0.864 1.480 -0.95
H 0.727 -0.387 1.275 0.47
H 2.163 -0.290 1.825 0.47
```

Energy relative to the best compared isomer or geometry (same formula, charge and spin): 0.927 eV
HOMO level: -0.4090 Ha
LUMO energy: 0.5948 eV
Orbital gap: 11.72 eV
SMILES: O.O.O

---

- Look up the energy relative to the best compared isomer or geometry (same formula, charge and spin) of the second one.
  0.002 eV

---

- Among the records above, which one has the highest energy relative to the best compared isomer or geometry (same formula, charge and spin)?
  H6O11S2Zn

---

- The lowest energy relative to the best compared isomer or geometry (same formula, charge and spin) belongs to which entry?
  number 2

---

- Which value of energy relative to the best compared isomer or geometry (same formula, charge and spin) does entry 1 give?
  10.499 eV